(1)
{"formula": "C6H9N4O3", "method": "ωB97M-V/def2-TZVPD", "symbols": ["C", "C", "C", "C", "C", "C", "N", "N", "N", "N", "O", "O", "O", "H", "H", "H", "H", "H", "H", "H", "H", "H"], "coordinates": [[-1.60, 0.68, 2.31], [-1.59, 1.47, 1.16], [-0.29, -0.26, 0.79], [2.52, -1.16, -0.22], [-0.66, 1.42, -1.20], [2.46, -2.92, -1.98], [-0.80, 0.84, 0.14], [-0.75, -0.36, 2.03], [-2.45, 2.61, 1.01], [2.75, -1.96, -1.01], [-3.05, 3.00, 1.94], [-2.47, 3.09, -0.08], [0.54, -1.12, 0.31], [-2.10, 0.86, 3.37], [2.85, -0.17, 0.26], [0.25, 1.18, -1.67], [-1.46, 1.13, -1.91], [-0.68, 2.50, -1.15], [2.46, -2.45, -2.93], [3.18, -3.83, -2.01], [1.39, -3.36, -1.68], [-0.49, -1.18, 2.54]], "lowdin_charge": [0.06, -0.09, -0.42, 0.16, 0.01, -0.04, 0.07, 0.15, -0.39, 0.06, 0.15, 0.10, -0.04, 0.20, 0.19, 0.07, 0.12, 0.09, 0.09, 0.14, 0.16, 0.18], "e_homo_ev": -12.679, "charge": 1, "relative_energy_kcal_mol": 121.8}

***

(2)
{"formula": "C6H9N4S", "method": "ωB97M-V/def2-TZVPD", "symbols": ["C", "C", "C", "C", "C", "C", "N", "N", "N", "N", "S", "H", "H", "H", "H", "H", "H", "H", "H", "H"], "coordinates": [[-0.61, 4.02, 0.05], [-1.79, 3.72, 0.75], [-0.41, 1.85, 0.17], [0.39, -1.73, -0.10], [1.54, -2.03, -1.03], [1.65, -2.38, 0.43], [0.02, 2.97, -0.36], [0.18, 0.72, -0.11], [-0.06, -0.39, 0.36], [-0.91, -2.29, -0.32], [-1.90, 2.11, 1.15], [-0.43, 4.97, -0.62], [-2.44, 4.55, 1.08], [1.27, -2.87, -1.74], [2.40, -1.44, -1.36], [1.57, -3.47, 0.59], [2.38, -1.86, 0.95], [-0.73, -0.64, 1.13], [-1.00, -2.75, -1.29], [-1.13, -3.04, 0.28]], "lowdin_spin": [0.20, 0.43, 0.26, 0.02, 0.00, 0.02, 0.16, 0.25, 0.43, 0.04, 0.15, 0.00, 0.01, 0.00, 0.00, 0.00, 0.00, 0.00, 0.00, 0.00], "e_homo_ev": [-11.502, -14.079], "spin_multiplicity": 3, "charge": 1, "relative_energy_kcal_mol": 59.4}